<1>
DFT (ωB97M-V with the def2-TZVPD basis set) results for the molecule C3H5NSSi.

ORCA input file:
```
! RIJCOSX wB97M-V def2-TZVPD def2/J DEFGRID3
* xyz 0 3
C -1.370 1.010 -0.158
C -2.762 -1.118 0.012
C -0.449 0.069 -0.089
N -1.647 -1.635 0.018
Si 1.383 0.027 0.011
S -3.058 0.581 0.043
H -1.261 2.013 -0.599
H -3.633 -1.778 0.165
H 2.176 -0.612 -0.950
H 2.159 -0.382 1.312
H 1.411 1.426 -0.205
*
```

Kohn-Sham gap (alpha / beta): 7.25 / 6.90 eV
LUMO energy (alpha / beta): 0.8 / -2.2 eV
HOMO energy (alpha / beta): -6.5 / -9.1 eV


<2>
DFT (ωB97M-V with the def2-TZVPD basis set) results for the molecule C3H5NSSi.

ORCA input file:
```
! RIJCOSX wB97M-V def2-TZVPD def2/J DEFGRID3
* xyz 0 3
C 1.427 1.873 0.251
C -0.696 0.962 1.638
C -0.802 -0.439 -0.347
N -0.823 0.103 0.711
Si -0.232 -1.834 -1.419
S 0.596 2.178 1.616
H 2.244 2.602 0.180
H -1.359 1.013 2.480
H -0.340 -3.123 -0.731
H 1.135 -1.526 -1.822
H -1.151 -1.809 -2.556
*
```

Kohn-Sham gap (alpha / beta): 5.26 / 5.40 eV
LUMO energy (alpha / beta): -0.2 / -2.0 eV
HOMO energy (alpha / beta): -5.5 / -7.4 eV


Which structure is the least stable? The one labeled <2>.


<1>
DFT (ωB97M-V with the def2-TZVPD basis set) results for a cluster of 4 separate species, C6H19NO3 in total.

ORCA input file:
```
! RIJCOSX wB97M-V def2-TZVPD def2/J DEFGRID3
* xyz 0 1
C 1.990 -0.387 -0.135
C 1.030 -0.903 -1.191
C -0.041 0.131 -1.627
C -1.191 0.140 -0.703
C -1.394 0.982 0.345
C -2.649 0.930 1.148
N -0.417 1.885 0.794
H 2.737 0.329 -0.540
H 1.469 0.121 0.669
H 2.564 -1.187 0.305
H 1.602 -1.246 -2.046
H 0.525 -1.831 -0.854
H -0.370 -0.116 -2.647
H 0.418 1.140 -1.686
H -1.916 -0.625 -0.914
H -3.324 1.789 0.860
H -2.404 1.066 2.247
H -3.198 -0.010 1.029
H 0.326 2.231 0.093
H -0.800 2.668 1.314
O -0.329 -1.657 1.935
H 0.490 -1.572 2.386
H -0.384 -0.909 1.379
O 1.961 2.966 -1.205
H 2.048 2.003 -1.062
H 2.708 3.245 -1.787
O -0.190 -3.818 0.391
H -0.286 -3.070 0.937
H -0.973 -4.293 0.566
*
```

SMILES: CCC/C=C(/C)N.O.O.O
Kohn-Sham gap: 8.68 eV
LUMO energy: 0.6 eV
HOMO energy: -8.0 eV


<2>
DFT (ωB97M-V with the def2-TZVPD basis set) results for a cluster of 3 separate species, C6H19NO3 in total.

ORCA input file:
```
! RIJCOSX wB97M-V def2-TZVPD def2/J DEFGRID3
* xyz 0 1
C -2.119 1.096 -0.022
C -1.265 -0.123 -0.318
N -0.076 -0.196 0.521
C -0.416 -0.661 1.877
C 0.960 -1.148 0.004
C 0.424 -2.476 -0.572
C 1.812 -0.371 -0.997
O 3.199 -0.263 -0.566
H -1.618 2.061 -0.142
H -2.613 1.096 0.947
H -2.895 1.294 -0.772
H -0.989 -0.034 -1.369
H -1.906 -1.001 -0.166
H -1.289 -0.150 2.273
H -0.694 -1.718 1.952
H 0.412 -0.361 2.500
H 1.538 -1.457 0.848
H -0.632 -2.578 -0.311
H 0.942 -3.327 -0.139
H 0.461 -2.499 -1.659
H 1.987 -0.910 -1.933
H 1.464 0.608 -1.303
H 3.157 -0.012 0.363
O 0.747 2.404 1.823
H 1.264 1.640 2.090
H 0.149 2.109 1.130
O -0.543 2.385 -2.410
H -0.073 2.004 -1.663
H -1.388 2.585 -1.986
*
```

SMILES: CCN(C)[C@@H](C)CO.O.O
Kohn-Sham gap: 10.04 eV
LUMO energy: 0.6 eV
HOMO energy: -9.4 eV


Which structure is the least stable? The one labeled <2>.


<1>
DFT (ωB97M-V with the def2-TZVPD basis set) results for the molecule C4H2O.

ORCA input file:
```
! RIJCOSX wB97M-V def2-TZVPD def2/J DEFGRID3
* xyz 0 1
C 0.604 0.668 -0.192
C 0.715 -0.667 -0.099
C -0.744 0.987 0.300
C -1.354 -0.983 0.078
O -1.727 0.228 -0.146
H 1.388 1.436 -0.140
H 1.117 -1.669 0.198
*
```

Kohn-Sham gap (alpha / beta): 8.04 / 8.04 eV
LUMO energy (alpha / beta): -0.7 / -0.7 eV
HOMO energy (alpha / beta): -8.7 / -8.7 eV


<2>
DFT (ωB97M-V with the def2-TZVPD basis set) results for the molecule C4H2O.

ORCA input file:
```
! RIJCOSX wB97M-V def2-TZVPD def2/J DEFGRID3
* xyz 0 1
C 0.600 0.600 -0.076
C 0.732 -0.747 -0.063
C -0.779 0.964 0.212
C -1.469 -1.070 0.074
O -1.805 0.233 -0.042
H 1.188 1.480 -0.279
H 1.533 -1.461 0.174
*
```

Kohn-Sham gap (alpha / beta): 7.23 / 7.31 eV
LUMO energy (alpha / beta): -1.2 / -1.3 eV
HOMO energy (alpha / beta): -8.5 / -8.6 eV


Which structure is the least stable? The one labeled <2>.


<1>
DFT (ωB97M-V with the def2-TZVPD basis set) results for a cluster of 3 separate species, C4H10NO3 in total.

ORCA input file:
```
! RIJCOSX wB97M-V def2-TZVPD def2/J DEFGRID3
* xyz -1 1
C 2.375 -0.599 -1.084
C 2.513 0.748 -0.376
N 1.426 1.098 0.648
C 0.485 1.333 -0.191
C -2.355 -0.271 -0.052
O -1.735 -1.299 -0.435
O -3.079 0.479 -0.723
H 3.141 -0.826 -1.828
H 1.477 -0.775 -1.659
H 2.547 -1.375 -0.340
H 3.410 0.610 0.220
H 2.780 1.586 -0.992
H -0.072 0.586 -0.782
H 0.162 2.385 -0.320
H -2.210 0.010 1.017
H -0.582 -1.368 1.155
H 0.577 -0.542 1.459
O -0.070 -1.090 1.948
*
```

Kohn-Sham gap: 7.40 eV
LUMO energy: 2.9 eV
HOMO energy: -4.5 eV


<2>
DFT (ωB97M-V with the def2-TZVPD basis set) results for a cluster of 2 separate species, C4H10NO3 in total.

ORCA input file:
```
! RIJCOSX wB97M-V def2-TZVPD def2/J DEFGRID3
* xyz -1 1
C -0.476 -1.279 2.286
C -0.042 -0.214 1.295
C -0.930 -0.247 0.040
C -0.594 0.714 -1.131
O 0.573 1.181 -1.189
O -1.515 0.901 -1.949
N 1.406 -0.342 1.026
H 0.371 -1.712 2.811
H -0.988 -2.140 1.849
H -1.137 -0.900 3.068
H -0.138 0.787 1.704
H -0.967 -1.244 -0.398
H -1.944 0.068 0.324
H 1.579 -1.307 0.721
H 1.556 0.209 0.181
H 0.752 1.803 -4.250
H 1.019 1.788 -2.759
O 1.474 1.934 -3.628
*
```

Kohn-Sham gap: 8.58 eV
LUMO energy: 3.8 eV
HOMO energy: -4.8 eV


<3>
DFT (ωB97M-V with the def2-TZVPD basis set) results for a cluster of 3 separate species, C4H10NO3 in total.

ORCA input file:
```
! RIJCOSX wB97M-V def2-TZVPD def2/J DEFGRID3
* xyz -1 1
C 0.137 1.063 1.019
C -1.300 0.955 0.616
N -2.223 0.138 -0.591
C -1.385 -0.704 0.172
C 2.290 -1.098 -0.008
O 2.358 -0.308 -0.970
O 2.493 -0.905 1.216
H 0.509 0.075 1.470
H 0.316 1.956 1.615
H 0.842 1.148 0.177
H -1.883 0.802 1.616
H -1.381 1.987 0.130
H -1.967 -1.387 0.825
H -0.384 -0.953 -0.102
H 2.014 -2.190 -0.271
H -0.935 -0.099 -1.940
H 0.684 -0.237 -2.282
O -0.187 -0.243 -2.693
*
```

Kohn-Sham gap: 8.04 eV
LUMO energy: 3.3 eV
HOMO energy: -4.7 eV


Which structure is the least stable? The one labeled <3>.


<1>
DFT (ωB97M-V with the def2-TZVPD basis set) results for the molecule C22H25N3O5S.

ORCA input file:
```
! RIJCOSX wB97M-V def2-TZVPD def2/J DEFGRID3
* xyz 0 1
O -2.545 4.264 -0.970
C -2.258 3.091 -0.894
N -2.570 2.240 -1.913
C -2.241 0.881 -2.060
C -1.504 0.479 -3.175
C -1.108 -0.839 -3.302
C -1.458 -1.751 -2.326
S -0.795 -3.410 -2.428
O -1.334 -4.177 -1.338
O -0.932 -3.909 -3.761
N 0.818 -3.029 -2.204
C 1.213 -2.832 -0.826
C 1.569 -4.167 -0.145
C 2.173 -3.968 1.247
C 3.666 -3.866 0.937
C 3.805 -4.821 -0.248
O 2.555 -4.834 -0.923
C -2.243 -1.382 -1.251
C -2.648 -0.065 -1.121
C -1.500 2.498 0.286
C -0.140 1.910 -0.093
C 0.720 2.140 1.146
O 1.761 1.570 1.375
N 0.110 3.089 1.905
C 0.601 3.640 3.099
C 0.147 4.886 3.528
C 0.615 5.429 4.711
C 1.538 4.745 5.481
C 1.994 3.509 5.056
C 1.531 2.954 3.878
C -1.123 3.573 1.311
H -2.903 2.713 -2.745
H -1.228 1.209 -3.921
H -0.521 -1.176 -4.141
H 1.422 -3.700 -2.662
H 2.075 -2.158 -0.812
H 0.378 -2.360 -0.307
H 0.668 -4.791 -0.139
H 1.974 -4.841 1.868
H 1.780 -3.082 1.739
H 3.925 -2.848 0.644
H 4.294 -4.160 1.774
H 4.026 -5.840 0.094
H 4.580 -4.515 -0.956
H -2.527 -2.135 -0.534
H -3.281 0.229 -0.300
H -2.113 1.733 0.766
H 0.315 2.457 -0.922
H -0.160 0.853 -0.352
H -0.563 5.445 2.939
H 0.254 6.396 5.028
H 1.901 5.173 6.403
H 2.715 2.965 5.648
H 1.894 1.994 3.553
H -0.973 4.532 0.799
H -1.890 3.703 2.077
*
```

SMILES: O=C(Nc1ccc(S(=O)(=O)NC[C@@H]2CCCO2)cc1)[C@H]1CC(=O)N(c2ccccc2)C1
Kohn-Sham gap: 8.82 eV
LUMO energy: 0.2 eV
HOMO energy: -8.6 eV


<2>
DFT (ωB97M-V with the def2-TZVPD basis set) results for the molecule C22H25N3O5S.

ORCA input file:
```
! RIJCOSX wB97M-V def2-TZVPD def2/J DEFGRID3
* xyz 0 1
C 3.619 -5.582 4.595
C 3.002 -6.973 4.521
C 2.192 -7.200 3.244
C 3.052 -7.239 1.976
O 3.525 -5.970 1.565
C 2.686 -5.090 0.977
C 3.241 -3.839 0.684
C 2.494 -2.856 0.078
C 1.161 -3.091 -0.264
C 0.289 -2.104 -0.948
O -0.643 -2.438 -1.647
N 0.628 -0.792 -0.699
C 0.054 0.366 -1.202
C 0.597 1.590 -0.795
C 0.070 2.777 -1.261
C -1.000 2.741 -2.135
S -1.795 4.266 -2.590
O -0.886 5.359 -2.441
O -2.533 4.133 -3.805
N -2.982 4.406 -1.361
C -2.566 4.114 -0.081
O -2.990 2.959 0.483
N -2.439 2.853 1.724
C -1.688 3.905 1.911
C -0.930 4.116 3.168
C -1.723 4.768 0.777
C -1.032 6.073 0.611
C -1.550 1.543 -2.548
C -1.021 0.351 -2.094
C 0.621 -4.346 0.004
C 1.359 -5.334 0.624
H 4.320 -5.428 3.779
H 2.846 -4.818 4.532
H 4.150 -5.455 5.535
H 3.791 -7.726 4.585
H 2.339 -7.116 5.378
H 1.443 -6.411 3.150
H 1.670 -8.156 3.320
H 2.502 -7.719 1.157
H 3.960 -7.818 2.163
H 4.276 -3.670 0.941
H 2.975 -1.918 -0.163
H 1.379 -0.641 -0.041
H 1.430 1.604 -0.107
H 0.477 3.732 -0.970
H -3.802 3.881 -1.631
H 0.135 4.194 2.955
H -1.105 3.283 3.842
H -1.249 5.041 3.644
H -0.038 6.030 1.053
H -0.949 6.316 -0.444
H -1.592 6.862 1.113
H -2.382 1.560 -3.234
H -1.434 -0.592 -2.409
H -0.403 -4.534 -0.283
H 0.896 -6.287 0.818
*
```

SMILES: CCCCOc1ccc(C(=O)Nc2ccc(S(=O)(=O)Nc3onc(C)c3C)cc2)cc1
Kohn-Sham gap: 9.07 eV
LUMO energy: 0.3 eV
HOMO energy: -8.8 eV


Which structure is the least stable? The one labeled <2>.


<1>
DFT (ωB97M-V with the def2-TZVPD basis set) results for a structure of composition CH4BrNO.

ORCA input file:
```
! RIJCOSX wB97M-V def2-TZVPD def2/J DEFGRID3
* xyz 0 1
C 0.685 1.083 -0.319
N -1.515 -1.161 0.628
O -0.248 1.175 0.473
Br -0.307 -1.815 -0.350
H 0.450 -0.281 -0.680
H 1.687 1.101 0.055
H 0.627 1.438 -1.417
H -1.381 -1.539 1.610
*
```

Kohn-Sham gap (alpha / beta): 7.70 / 8.33 eV
LUMO energy (alpha / beta): -1.1 / -1.0 eV
HOMO energy (alpha / beta): -8.9 / -9.3 eV


<2>
DFT (ωB97M-V with the def2-TZVPD basis set) results for a cluster of 2 separate species, CH4BrNO in total.

ORCA input file:
```
! RIJCOSX wB97M-V def2-TZVPD def2/J DEFGRID3
* xyz 0 1
C -1.095 -0.136 -0.409
N 1.606 -0.566 0.745
O -1.558 0.958 -0.904
Br 2.531 -0.254 -0.780
H -1.795 1.659 -0.207
H -0.331 -0.848 -0.709
H -1.524 -0.449 0.594
H 2.167 -0.363 1.669
*
```

Kohn-Sham gap (alpha / beta): 10.14 / 5.65 eV
LUMO energy (alpha / beta): 0.4 / -1.1 eV
HOMO energy (alpha / beta): -9.7 / -6.7 eV


Which structure is the least stable? The one labeled <1>.